{
  "formula": "C26H51BClN2O23P",
  "method": "the ωB97M-V functional and the def2-TZVPD basis",
  "orbital_gap_ev": 9.457,
  "e_above_lowest_kj_mol": 0.0,
  "total_energy_ha": -3687.912857,
  "symbols": ["C", "P", "O", "C", "B", "N", "O", "C", "O", "O", "C", "C", "N", "C", "C", "C", "O", "Cl", "H", "H", "H", "H", "H", "H", "H", "H", "H", "H", "H", "H", "H", "H", "H", "C", "O", "C", "O", "O", "C", "H", "H", "H", "H", "H", "H", "C", "O", "C", "O", "O", "C", "H", "H", "H", "H", "H", "H", "C", "O", "C", "O", "O", "C", "H", "H", "H", "H", "H", "H", "C", "O", "C", "O", "O", "C", "H", "H", "H", "H", "H", "H", "C", "O", "C", "O", "O", "C", "H", "H", "H", "H", "H", "H", "C", "O", "C", "O", "O", "C", "H", "H", "H", "H", "H", "H"],
  "xyz": [[-0.5448, 0.9444, 1.5806], [0.1012, -0.3029, 2.7551], [1.1454, 0.6393, 3.6302], [1.2064, -1.3424, 1.6497], [0.2868, -2.6014, 1.2750], [-0.3990, -2.8010, 0.0070], [0.1593, -3.5419, 2.2504], [1.7339, -0.5282, 0.5115], [1.4863, -0.5468, -0.6654], [2.7031, 0.3015, 1.0266], [3.4227, -0.4582, 2.0593], [4.8218, -0.7501, 1.5449], [5.7206, -1.3310, 2.5379], [2.5720, -1.7307, 2.2855], [2.5131, -2.1605, 3.7594], [3.1508, -3.4764, 4.1155], [3.6128, -3.7509, 5.1647], [3.1067, -4.7052, 2.8312], [-1.5245, 0.6021, 1.2489], [-0.7125, 1.8378, 2.1823], [0.0997, 1.1610, 0.7317], [1.5079, 1.3784, 3.1235], [0.1382, -3.3994, -0.6135], [-0.5282, -1.9386, -0.5087], [-0.3703, -4.2866, 1.9254], [3.4405, 0.1954, 2.9274], [4.7402, -1.4590, 0.7204], [5.2643, 0.1700, 1.1632], [5.5187, -2.3054, 2.7200], [5.6922, -0.8327, 3.4180], [2.9760, -2.4968, 1.6310], [1.4809, -2.2039, 4.1126], [3.0188, -1.4290, 4.3901], [1.8347, 1.5073, -3.0426], [1.2352, 1.7038, -4.3306], [-0.0741, 1.9244, -4.2910], [-0.7550, 1.9797, -3.3004], [-0.5082, 2.0839, -5.5421], [-1.9124, 2.3337, -5.6510], [2.8932, 1.3396, -3.2190], [1.7030, 2.3930, -2.4249], [1.4185, 0.6420, -2.5410], [-2.1803, 3.2495, -5.1271], [-2.4815, 1.4988, -5.2480], [-2.1220, 2.4472, -6.7108], [-0.8392, 1.8474, 6.5222], [-2.1593, 1.6386, 7.0331], [-3.0335, 1.2177, 6.1199], [-2.7867, 1.0175, 4.9593], [-4.2123, 1.0502, 6.7087], [-5.2432, 0.5757, 5.8336], [-0.2435, 2.1783, 7.3674], [-0.4306, 0.9249, 6.1150], [-0.8454, 2.6148, 5.7503], [-4.9821, -0.3945, 5.4187], [-5.4163, 1.2838, 5.0264], [-6.1386, 0.4842, 6.4396], [8.3204, 4.7171, 0.0346], [6.9340, 4.9072, -0.2624], [6.2132, 3.7886, -0.2479], [6.6295, 2.6851, -0.0094], [4.9516, 4.0984, -0.5383], [4.0730, 2.9702, -0.5670], [8.7715, 5.7031, -0.0143], [8.4451, 4.3003, 1.0318], [8.7828, 4.0600, -0.6987], [4.0488, 2.4746, 0.4006], [4.3820, 2.2637, -1.3342], [3.0851, 3.3562, -0.7959], [-7.3307, -3.9794, 3.7297], [-7.3870, -3.3207, 2.4613], [-7.2302, -2.0012, 2.5215], [-7.0585, -1.3571, 3.5234], [-7.2939, -1.5144, 1.2853], [-7.1280, -0.0960, 1.2019], [-7.4729, -5.0351, 3.5217], [-6.3627, -3.8214, 4.2006], [-8.1221, -3.6198, 4.3839], [-6.1527, 0.1984, 1.5841], [-7.9113, 0.4148, 1.7581], [-7.2021, 0.1494, 0.1472], [-0.6863, 6.1214, -11.3670], [-0.0550, 6.3827, -10.1109], [-0.4126, 5.5504, -9.1351], [-1.1947, 4.6415, -9.2373], [0.2400, 5.8965, -8.0288], [-0.0506, 5.0641, -6.9024], [-0.3014, 6.8692, -12.0532], [-0.4335, 5.1250, -11.7232], [-1.7666, 6.2176, -11.2806], [0.2382, 4.0345, -7.0979], [-1.1097, 5.1143, -6.6562], [0.5335, 5.4512, -6.0729], [0.9780, -6.4396, 0.3603], [-0.4464, -6.3401, 0.4577], [-1.1071, -6.8526, -0.5820], [-0.6070, -7.3656, -1.5464], [-2.4095, -6.6952, -0.3644], [-3.2458, -7.1994, -1.4104], [1.3558, -5.9733, 1.2630], [1.2972, -7.4780, 0.3084], [1.3386, -5.9021, -0.5157], [-3.0963, -8.2694, -1.5377], [-3.0399, -6.6850, -2.3464], [-4.2653, -7.0019, -1.0953]],
  "mulliken_charge": [-1.2211, -0.0053, -0.4485, 1.7155, 0.6137, -0.5086, -0.6948, -1.1208, -0.7041, 0.0249, -0.5184, -0.8349, -0.6124, -0.7141, -0.8778, 0.2309, -0.4851, -0.1821, 0.3847, 0.4398, 0.3967, 0.2374, 0.1802, 0.2409, 0.3205, 0.5776, 0.4146, 0.1458, 0.2920, 0.2839, 1.3531, 0.5809, 0.4593, -0.2817, -0.3725, 0.7629, -0.5581, -0.3392, -0.7250, 0.2754, 0.1863, 0.2115, 0.3193, 0.3576, 0.2149, -0.5316, -0.3424, 0.7668, -0.5197, -0.3656, -0.6068, 0.2690, 0.2187, 0.2663, 0.2761, 0.2757, 0.2879, -0.6223, -0.3547, 0.7289, -0.5516, -0.3742, -0.2310, 0.2178, 0.2969, 0.2940, 0.0215, 0.2843, 0.2840, -0.6262, -0.3305, 0.8539, -0.5427, -0.3323, -0.5724, 0.2150, 0.2958, 0.2893, 0.2515, 0.2894, 0.2104, -0.6255, -0.3387, 0.7770, -0.5550, -0.3315, -0.6156, 0.2161, 0.2963, 0.2936, 0.3068, 0.2880, 0.2901, -0.4817, -0.2858, 0.7557, -0.5493, -0.2964, -0.6568, -0.0613, 0.4307, 0.3158, 0.3027, 0.2993, 0.2204]
}

{
  "formula": "C26H51BNO9",
  "method": "the ωB97M-V functional and the def2-TZVPD basis",
  "orbital_gap_ev": 4.893,
  "charge": 1,
  "total_energy_ha": -1777.304172,
  "symbols": ["C", "C", "C", "C", "C", "C", "C", "C", "C", "N", "C", "C", "C", "C", "O", "O", "B", "C", "O", "H", "H", "H", "H", "H", "H", "H", "H", "H", "H", "H", "H", "H", "H", "H", "H", "H", "H", "H", "H", "H", "H", "H", "C", "O", "C", "C", "O", "C", "C", "O", "C", "H", "H", "H", "H", "H", "H", "H", "H", "H", "H", "H", "H", "H", "H", "C", "O", "C", "C", "O", "C", "C", "O", "C", "H", "H", "H", "H", "H", "H", "H", "H", "H", "H", "H", "H", "H", "H"],
  "xyz": [[2.6717, 0.8371, -0.8514], [3.9131, 1.9063, -0.9024], [4.0257, 2.7550, -2.3170], [5.4022, 2.4063, -3.1810], [5.1110, 1.6539, -4.6125], [5.7493, 0.1302, -4.7170], [5.2067, -0.7689, -3.4588], [4.4246, -2.1487, -3.8725], [5.0231, -3.5995, -3.3074], [4.3677, -4.9372, -3.5813], [3.0804, -4.9908, -4.4233], [2.3648, -3.6309, -5.0719], [3.0621, -2.1398, -4.7841], [2.3456, -0.7795, -5.4147], [3.0073, -0.1415, -6.3831], [1.0197, -0.4356, -4.8785], [0.8485, 1.0168, -4.6825], [0.8345, 2.1745, -5.8500], [0.6159, 1.4947, -3.2767], [2.5693, 0.3879, -1.9478], [1.6238, 1.3504, -0.6250], [2.8582, -0.0982, -0.1496], [4.9363, 1.3174, -0.7963], [3.7677, 2.6287, 0.0374], [3.0904, 2.6220, -3.0120], [4.1405, 3.9018, -2.0055], [6.1426, 1.7281, -2.5803], [5.9894, 3.4162, -3.4047], [3.9538, 1.6988, -4.7926], [5.5996, 2.2936, -5.4934], [5.5318, -0.4063, -5.7339], [6.9312, 0.2707, -4.6294], [4.5330, -0.1990, -2.6906], [6.1766, -1.1069, -2.8503], [6.0188, -3.5505, -2.6577], [4.8178, -5.7957, -3.1544], [2.6336, -6.0815, -4.5711], [1.3534, -3.7306, -5.6980], [1.6795, 2.9606, -5.5550], [-0.1826, 2.7785, -5.9098], [1.1599, 1.6859, -6.8625], [0.8744, 2.4605, -3.1867], [-2.3263, 2.3662, -1.2190], [-1.9778, 3.1512, -0.0906], [-2.7236, 4.3607, 0.0056], [-3.1601, 4.6274, 1.4514], [-4.1691, 3.7400, 1.9522], [-3.7760, 2.3793, 2.1762], [-2.7513, 2.1844, 3.3015], [-1.4612, 2.6348, 2.8917], [-0.7471, 3.2961, 3.9223], [-1.8727, 2.7858, -2.1220], [-1.9337, 1.3563, -1.0646], [-3.4106, 2.2909, -1.3366], [-3.6143, 4.3366, -0.6400], [-2.0767, 5.1725, -0.3309], [-3.6085, 5.6265, 1.4824], [-2.3076, 4.6648, 2.1293], [-3.4507, 1.9138, 1.2459], [-4.6945, 1.8580, 2.4699], [-2.6637, 1.1162, 3.5296], [-3.0936, 2.7080, 4.1987], [-1.3782, 4.0217, 4.4463], [0.0837, 3.8418, 3.4644], [-0.3487, 2.5654, 4.6272], [-1.7150, -1.3982, 5.1846], [-3.0614, -1.7538, 4.9173], [-3.2760, -2.1768, 3.5744], [-4.1958, -3.4028, 3.5214], [-3.6141, -4.6174, 4.0141], [-3.3716, -4.6886, 5.4256], [-4.6365, -4.6971, 6.2943], [-5.2367, -3.4032, 6.3227], [-6.6532, -3.4439, 6.2890], [-1.5012, -0.4057, 4.7765], [-1.5805, -1.3687, 6.2704], [-1.0167, -2.1356, 4.7794], [-2.3271, -2.4176, 3.0721], [-3.7473, -1.3496, 3.0413], [-4.4280, -3.5966, 2.4684], [-5.1533, -3.2093, 4.0045], [-2.6712, -3.9134, 5.7362], [-2.8553, -5.6428, 5.5822], [-4.3652, -4.9506, 7.3253], [-5.3303, -5.4539, 5.9176], [-7.0170, -4.1385, 5.5243], [-7.0164, -2.4433, 6.0344], [-7.0411, -3.7257, 7.2686]],
  "mulliken_charge": [-0.3183, -0.5461, 0.1620, -0.7068, 0.0625, -0.8236, 0.3017, 0.1079, -0.4757, -0.0916, -0.2448, -0.5144, 0.5825, 0.4603, -0.4423, -0.3690, 0.5256, -0.7801, -0.4343, -0.1197, 0.0878, 0.2796, 0.1865, 0.3202, -0.3296, 0.3874, 0.2950, 0.3372, -0.2592, 0.3195, 0.3070, 0.3429, -0.4155, 0.3498, 0.3472, 0.3138, 0.3497, 0.3503, 0.2912, 0.3197, 0.2258, 0.2562, -0.8344, -0.2043, -0.5864, -0.3314, -0.4909, -0.3996, 0.3095, -0.1612, -0.9154, 0.2991, 0.2136, 0.4220, 0.3667, 0.3881, 0.4363, 0.0523, 0.0830, 0.4244, -0.4523, 0.4400, 0.4061, 0.2270, 0.3088, -0.6580, -0.2462, -0.3819, -0.4108, -0.4716, -0.2646, -0.5445, -0.2551, -0.8360, 0.0793, 0.2287, 0.4136, 0.3842, 0.2436, 0.4254, 0.1323, 0.0646, 0.4186, 0.4009, 0.3453, 0.3860, 0.2327, 0.3142]
}

{
  "formula": "C26H51BrN7",
  "method": "the ωB97M-V functional and the def2-TZVPD basis",
  "orbital_gap_ev": 8.646,
  "charge": 3,
  "total_energy_ha": -3977.735125,
  "symbols": ["C", "C", "N", "C", "C", "N", "C", "C", "H", "H", "H", "H", "H", "H", "H", "H", "H", "H", "H", "C", "C", "N", "C", "C", "N", "C", "C", "H", "H", "H", "H", "H", "H", "H", "H", "H", "H", "H", "C", "C", "N", "C", "C", "N", "C", "C", "H", "H", "H", "H", "H", "H", "H", "H", "H", "H", "H", "C", "C", "C", "N", "C", "C", "C", "C", "C", "H", "H", "H", "H", "H", "H", "H", "H", "H", "H", "H", "H", "H", "H", "H", "H", "H", "H", "Br"],
  "xyz": [[3.7078, 2.5725, -6.1472], [2.7154, 1.6085, -5.4602], [2.0832, 2.1254, -4.2256], [1.1449, 1.4371, -3.5341], [0.8956, 2.1558, -2.3782], [1.5994, 3.2506, -2.3984], [2.3138, 3.2604, -3.5791], [1.6615, 4.3020, -1.3919], [4.4290, 2.9575, -5.4400], [3.1286, 3.3991, -6.6175], [4.2047, 2.0168, -6.9393], [3.2577, 0.6766, -5.2104], [1.8770, 1.3752, -6.1343], [0.5609, 0.6252, -3.9483], [0.1600, 1.9332, -1.6515], [3.1007, 3.9734, -3.7917], [2.7402, 4.3450, -1.1091], [1.0291, 3.9370, -0.5652], [1.2974, 5.3052, -1.6563], [3.2523, 1.9206, 2.2370], [3.0276, 0.4219, 2.4379], [3.4296, -0.3404, 1.1951], [2.7784, -0.0872, 0.0293], [3.3146, -0.9695, -0.8563], [4.3870, -1.5455, -0.2764], [4.4793, -1.1972, 1.0271], [5.3634, -2.3234, -1.1554], [4.2417, 2.2271, 1.9121], [3.0656, 2.4944, 3.1467], [2.5732, 2.3825, 1.5493], [1.9732, 0.2025, 2.6208], [3.6738, -0.0612, 3.1472], [1.8860, 0.4910, 0.0035], [3.0925, -1.0686, -1.8918], [5.2038, -1.4820, 1.7791], [6.0351, -2.9863, -0.5878], [5.9626, -1.6166, -1.7238], [4.7427, -2.9142, -1.8238], [-3.0751, 5.5225, 3.4640], [-3.8570, 4.9236, 4.6176], [-3.4648, 3.4454, 4.8010], [-3.6177, 2.7868, 6.0194], [-3.1359, 1.5518, 5.8285], [-2.7867, 1.4684, 4.5416], [-2.9473, 2.5903, 3.9176], [-2.2754, 0.2638, 3.9027], [-3.3025, 4.8887, 2.5972], [-2.0337, 5.5084, 3.6927], [-3.3888, 6.5485, 3.3413], [-4.9663, 4.9254, 4.5048], [-3.6178, 5.4470, 5.5699], [-3.8944, 3.3428, 6.9278], [-3.0983, 0.7218, 6.4947], [-2.7020, 2.7457, 2.9011], [-3.0932, -0.4611, 3.7722], [-1.5984, -0.3573, 4.4814], [-1.8926, 0.6238, 2.9390], [-5.1323, -4.0058, -0.4752], [-3.9415, -3.8321, -1.3741], [-2.7793, -4.3023, -0.5154], [-1.4853, -4.3039, -1.2606], [-1.5165, -5.3079, -2.2841], [-1.2069, -2.9441, -1.9251], [-0.7822, -1.9994, -0.7671], [-0.1698, -2.9363, 0.2994], [-0.2863, -4.3785, -0.3133], [-6.0044, -3.3962, -0.7474], [-4.8434, -3.7118, 0.5416], [-5.4543, -5.0802, -0.4507], [-3.7829, -2.7802, -1.6276], [-4.0945, -4.4091, -2.3158], [-3.0004, -5.3128, -0.1101], [-2.5887, -3.5825, 0.2629], [-1.7971, -6.2929, -1.8695], [-0.5172, -5.3910, -2.6815], [-2.2459, -5.0274, -3.0571], [-0.3678, -3.1256, -2.5903], [-2.0751, -2.6676, -2.5159], [-0.1737, -1.1642, -1.1072], [-1.6598, -1.4814, -0.4025], [0.8814, -2.7738, 0.5442], [-0.7048, -2.8317, 1.2650], [0.5727, -4.6399, -0.9494], [-0.4155, -5.1153, 0.4815], [-0.0695, 1.5030, 1.0396]],
  "mulliken_charge": [-1.3279, -0.1876, 0.2494, -0.8005, -0.3940, 0.1751, -0.3548, -0.7389, 0.4003, 0.3485, 0.3695, 0.2992, 0.3503, 0.5580, 0.7158, 0.3701, 0.3599, 0.2620, 0.2962, -0.9376, -0.3950, 0.1913, -0.1416, -0.8624, 0.0558, 0.0574, -0.8104, 0.3897, 0.3688, 0.1664, 0.2089, 0.3357, 0.1778, 0.6550, 0.4300, 0.3360, 0.3391, 0.3022, -1.2022, -0.2826, 0.0873, -0.4566, -0.3214, 0.1439, 0.1507, -0.6291, 0.3346, 0.3535, 0.3913, 0.3029, 0.3425, 0.3911, 0.4504, 0.2182, 0.3371, 0.3541, -0.0980, -1.3645, 0.0675, -0.8381, 0.1438, -0.9262, -1.0959, 0.0565, -0.4624, -0.5808, 0.3746, 0.3545, 0.3419, 0.3050, 0.1504, 0.3391, 0.4127, 0.3225, 0.4667, 0.3759, 0.4839, 0.4811, 0.0562, 0.3038, 0.1992, 0.3389, 0.3630, 0.3262, -0.6808]
}